Entry 1:
Computed, not measured: C26H52Cl2N3O5PdSi2 as an isolated structure in a non-equilibrium geometry, with ωB97M-V/def2-TZVPD.

ORCA input file:
```
! RIJCOSX wB97M-V def2-TZVPD def2/J DEFGRID3
* xyz -1 3
C 1.727 1.037 -4.390
C 0.799 1.995 -3.717
H 1.281 0.549 -5.265
H 2.082 0.247 -3.717
H 2.588 1.610 -4.761
C -0.085 2.723 -4.420
C -0.137 2.803 -5.910
H -0.778 3.381 -3.913
H -0.242 1.814 -6.381
H 0.748 3.295 -6.353
H -1.019 3.393 -6.197
Pd -0.594 -3.028 -2.625
Cl 1.991 -1.399 -0.776
C 0.145 1.185 1.390
O -0.432 0.156 1.034
N -0.517 2.220 2.072
C -1.955 2.204 2.171
C 0.192 3.318 2.665
H 1.087 1.526 0.918
H -2.316 1.180 2.010
H -2.429 2.871 1.431
H -2.259 2.553 3.168
H 1.208 2.989 2.904
H -0.322 3.631 3.583
H 0.244 4.190 1.998
H -0.933 -3.387 3.791
H 2.654 -3.457 4.055
C -0.349 -4.210 3.346
C 2.151 -4.211 3.435
N 0.915 -3.686 2.879
H -0.905 -4.629 2.493
C 0.878 -2.776 1.862
O -0.155 -2.492 1.263
H 2.846 -4.532 2.646
H 1.883 -2.351 1.654
H -0.136 -4.986 4.087
H 1.909 -5.074 4.060
H -3.309 -1.064 -4.342
H -3.025 1.889 -3.284
C -4.044 -0.972 -3.520
C -3.824 1.365 -2.720
N -3.524 -0.051 -2.520
H -4.167 -1.957 -3.054
C -2.649 -0.511 -1.602
O -2.271 -1.700 -1.540
H -3.947 1.873 -1.749
H -2.321 0.259 -0.883
H -4.982 -0.570 -3.913
H -4.755 1.449 -3.313
O 1.427 1.262 -1.452
C 1.028 2.200 -2.220
C -1.137 3.285 -1.378
C 0.252 3.308 -1.537
H -1.699 2.422 -1.751
C -1.748 4.351 -0.704
H 2.129 2.344 -2.127
C 1.033 4.346 -1.069
H -2.817 4.355 -0.549
C -0.958 5.388 -0.192
C 0.421 5.381 -0.387
H 2.120 4.276 -1.227
H -1.418 6.215 0.335
H 1.057 6.168 0.010
Si 1.708 -3.300 -1.423
Cl -1.099 -1.487 -4.271
C -0.035 -4.273 -1.095
C 3.046 -4.290 -0.527
C 1.624 -3.503 -3.278
H -0.880 -3.988 -0.451
H 0.734 -4.622 -0.322
H -0.253 -5.238 -1.585
H 0.665 -3.573 -3.848
H 2.083 -4.487 -3.410
H 2.170 -2.700 -3.753
H 3.252 -3.963 0.498
H 4.000 -4.243 -1.046
H 2.793 -5.348 -0.457
C 2.260 -1.097 5.080
Si 0.992 0.123 4.390
C -0.720 -0.727 4.336
C 0.825 1.482 5.714
O 1.435 0.680 2.969
H 2.808 -0.636 5.913
H 3.000 -1.367 4.318
H 1.801 -2.013 5.468
H -0.756 -1.596 5.006
H -1.500 -0.033 4.676
H -0.986 -1.054 3.320
H 1.262 2.424 5.360
H -0.222 1.671 5.983
H 1.353 1.193 6.632
*
```

Properties
- energy above the lowest of the compared OMol25 structures with the same formula, charge and spin (kcal/mol) = 0.00
- HOMO energy (alpha / beta) (eV) = -4.24 / -4.24
- LUMO energy (alpha / beta) (eV) = 2.517 / 2.212
- ⟨S²⟩ = 2.008

---

Entry 2:
Computed, not measured: a 11-piece molecular cluster, C26H52ClN4O10S4 overall in a non-equilibrium geometry, with ωB97M-V/def2-TZVPD.

ORCA input file:
```
! RIJCOSX wB97M-V def2-TZVPD def2/J DEFGRID3
* xyz -1 1
Cl 0.333 -0.487 0.767
O -0.176 0.670 0.108
O 1.550 -0.812 0.013
O 0.650 -0.345 2.127
O -0.645 -1.477 0.766
C 7.340 1.675 3.490
O 6.224 2.490 3.259
H 7.720 1.874 4.492
H 7.137 0.605 3.530
H 8.103 1.727 2.713
H 5.576 1.907 2.855
C -2.520 1.120 8.459
O -2.419 -0.251 8.232
H -3.241 1.188 9.275
H -1.525 1.352 8.838
H -2.708 1.760 7.597
H -1.789 -0.362 7.516
N 2.734 4.994 -4.441
C 3.074 5.059 -5.799
C 3.470 6.331 -5.999
C 3.301 7.106 -4.816
C 2.874 6.237 -3.894
H 2.449 4.200 -3.886
H 3.212 4.129 -6.330
H 3.911 6.811 -6.859
H 3.525 8.159 -4.731
H 2.659 6.409 -2.850
N -1.747 -1.907 -5.293
C -2.878 -1.997 -6.063
C -2.505 -2.790 -7.185
C -1.223 -3.290 -6.960
C -0.806 -2.794 -5.782
H -1.641 -1.344 -4.461
H -3.828 -1.562 -5.792
H -3.089 -2.954 -8.079
H -0.603 -3.882 -7.617
H 0.096 -2.994 -5.221
N -0.301 6.108 4.287
C -1.057 6.582 3.303
C -1.407 7.822 3.563
C -0.607 8.242 4.692
C 0.032 7.119 5.163
H 0.024 5.154 4.356
H -1.221 5.807 2.569
H -2.102 8.445 3.021
H -0.595 9.215 5.159
H 0.608 6.829 6.030
N -7.085 4.613 -3.587
C -8.442 4.466 -3.326
C -8.527 3.951 -2.076
C -7.282 3.711 -1.533
C -6.414 4.180 -2.535
H -6.649 4.933 -4.440
H -9.231 4.705 -4.023
H -9.450 3.902 -1.517
H -6.932 3.495 -0.534
H -5.350 4.361 -2.508
C -6.925 -2.858 3.791
S -8.601 -3.732 3.514
O -8.418 -4.628 2.322
C -8.542 -4.762 5.078
H -6.177 -3.519 4.227
H -7.027 -2.180 4.639
H -6.587 -2.368 2.877
H -8.795 -4.166 5.955
H -7.607 -5.308 5.208
H -9.375 -5.463 5.035
C -2.772 -8.145 -0.882
S -2.951 -7.971 -2.686
O -3.686 -9.234 -3.045
C -4.285 -6.707 -2.518
H -2.317 -9.099 -0.615
H -3.746 -8.240 -0.402
H -2.364 -7.229 -0.454
H -5.240 -6.977 -2.068
H -4.444 -6.381 -3.546
H -3.956 -5.888 -1.878
C 6.794 -1.579 -4.491
S 8.472 -0.841 -4.273
O 8.786 -0.061 -5.492
C 7.995 0.707 -3.247
H 6.515 -2.138 -3.598
H 6.937 -2.228 -5.355
H 6.010 -0.864 -4.740
H 7.496 0.345 -2.348
H 7.405 1.429 -3.812
H 8.958 1.164 -3.019
C 6.662 -4.322 2.958
S 7.986 -5.146 3.936
O 8.960 -5.493 2.824
C 8.712 -3.658 4.841
H 5.709 -4.130 3.451
H 6.213 -4.967 2.203
H 7.001 -3.509 2.316
H 9.261 -3.913 5.748
H 7.917 -3.044 5.265
H 9.421 -3.089 4.241
*
```

Properties
- HOMO energy (eV) = -6.14
- LUMO energy (eV) = 1.731

---

What molar mass values result from the calculations? In sequence: 720.216 744.441 g/mol.
What E values result from the calculations? In sequence: -86792.5354 -110089.7053 eV.